ORCA calculation (wB97M-V/def2-TZVPD) on a cluster of 10 separate species, C42H60F4O30PS2 in total in a non-equilibrium geometry.

Computed properties:
- Orbital gap: 0.24489 hartree
- Total charge: -1
- Calculated total energy: -147777.882 eV

CARTESIAN COORDINATES (ANGSTROEM)
C  -3.532  5.515  -1.093
C  -2.965  4.584  -1.591
C  -2.363  3.440  -2.277
P  -1.921  1.920  -1.154
C  -1.648  3.134  0.319
C  -1.322  3.807  1.265
C  -2.074  0.713  -2.596
C  -3.363  0.611  -3.431
C  -3.259  -0.648  -4.331
C  -4.551  -0.839  -5.152
C  -3.787  1.832  -0.678
S  -4.490  0.204  -0.296
C  -5.563  0.330  1.168
C  -5.209  -0.815  2.147
C  -0.022  2.048  -1.459
C  0.773  0.779  -1.762
O  1.975  0.840  -0.964
C  1.249  0.557  -3.221
F  0.487  -0.440  -3.775
F  1.177  1.614  -4.047
F  2.519  0.099  -3.291
S  -1.467  0.267  0.468
O  -1.589  -1.106  0.023
O  -0.127  0.473  1.006
F  -2.313  0.552  1.843
H  -3.823  6.249  -0.383
H  -3.106  3.195  -3.039
H  -1.503  3.867  -2.801
H  -0.720  4.439  1.872
H  -1.674  -0.291  -2.457
H  -1.395  1.166  -3.332
H  -4.327  0.537  -2.928
H  -3.440  1.433  -4.149
H  -2.368  -0.610  -4.956
H  -3.225  -1.484  -3.629
H  -4.294  -1.390  -6.056
H  -5.024  0.102  -5.431
H  -5.238  -1.487  -4.612
H  -3.925  2.464  0.200
H  -4.423  2.275  -1.441
H  -5.454  1.309  1.631
H  -6.595  0.196  0.853
H  -4.410  -1.414  1.709
H  -4.814  -0.436  3.088
H  -6.046  -1.497  2.287
H  0.223  2.799  -2.211
H  0.417  2.451  -0.552
H  0.292  -0.157  -1.478
H  2.052  0.007  -0.499
C  2.010  -0.819  2.787
C  2.285  -1.994  1.883
O  3.541  -2.483  2.393
C  3.648  -2.081  3.678
O  4.502  -2.470  4.419
O  2.689  -1.205  4.002
H  0.950  -0.661  2.959
H  2.448  0.108  2.419
H  1.537  -2.782  1.975
H  2.374  -1.715  0.838
C  -1.694  -4.422  -6.488
C  -2.204  -5.339  -7.578
O  -3.616  -5.350  -7.340
C  -3.932  -4.208  -6.671
O  -5.034  -3.818  -6.472
O  -2.811  -3.562  -6.268
H  -0.821  -3.848  -6.787
H  -1.473  -4.955  -5.561
H  -2.018  -4.942  -8.577
H  -1.797  -6.346  -7.513
C  5.886  -1.141  6.931
C  7.369  -1.279  6.688
O  7.930  -0.699  7.877
C  7.003  -0.785  8.859
O  7.214  -0.547  10.006
O  5.806  -1.178  8.365
H  5.312  -1.945  6.487
H  5.487  -0.185  6.583
H  7.687  -2.324  6.614
H  7.703  -0.741  5.803
C  -8.294  -5.268  1.121
C  -7.256  -6.085  0.381
O  -6.669  -5.121  -0.490
C  -6.864  -3.887  0.050
O  -6.359  -2.893  -0.337
O  -7.726  -3.960  1.105
H  -8.451  -5.605  2.143
H  -9.254  -5.243  0.601
H  -6.484  -6.478  1.045
H  -7.687  -6.905  -0.188
C  -6.345  8.802  -1.288
C  -7.606  8.828  -2.122
O  -7.702  7.481  -2.577
C  -7.015  6.691  -1.704
O  -7.043  5.510  -1.707
O  -6.301  7.452  -0.829
H  -6.378  9.491  -0.447
H  -5.447  9.002  -1.877
H  -8.493  9.066  -1.531
H  -7.546  9.514  -2.964
C  -2.003  7.345  4.353
C  -0.494  7.341  4.469
O  -0.087  6.873  3.184
C  -1.088  7.143  2.302
O  -0.999  7.032  1.129
O  -2.205  7.561  2.957
H  -2.472  8.135  4.935
H  -2.445  6.386  4.630
H  -0.084  8.341  4.627
H  -0.129  6.680  5.252
C  1.867  -1.181  -6.380
C  2.668  -0.562  -7.501
O  2.349  -1.410  -8.612
C  1.155  -2.000  -8.357
O  0.536  -2.636  -9.149
O  0.766  -1.775  -7.083
H  1.522  -0.459  -5.660
H  2.415  -1.969  -5.860
H  2.347  0.456  -7.730
H  3.738  -0.562  -7.310
C  6.704  -4.064  2.725
C  6.290  -3.352  1.457
O  7.540  -3.196  0.770
C  8.388  -4.150  1.223
O  9.446  -4.395  0.739
O  7.871  -4.785  2.300
H  5.944  -4.743  3.099
H  6.984  -3.375  3.522
H  5.621  -3.952  0.838
H  5.830  -2.389  1.645
C  12.292  -3.488  6.266
C  11.939  -2.572  7.418
O  10.515  -2.510  7.333
C  10.085  -3.619  6.690
O  8.946  -3.947  6.603
O  11.124  -4.305  6.157
H  13.171  -4.098  6.459
H  12.432  -2.947  5.329
H  12.216  -2.992  8.387
H  12.373  -1.580  7.324

Cartesian forces (eV/Å) of the 2 atoms listed first:
0.2 0.3 0.6
0.0 -0.6 -0.3